Molecular formula: C5H12N2
Method: DFT, ωB97M-V/def2-TZVPD

- Charge: 0
- Energy relative to the best compared isomer or geometry (same formula, charge and spin): 3.105 eV
- Frontier orbital gap: 9.84 eV
- LUMO: 1.025 eV
- E_HOMO: -8.8113 eV
- SMILES: C=CCCNCN

Geometry as XYZ:
```
19
C5H12N2, DFT ωB97M-V/def2-TZVPD
C 0.047 0.534 -2.328
C 0.704 -0.555 -1.870
C 1.589 -0.461 -0.686
C 1.060 0.274 0.679
N 0.073 -0.638 1.331
C -1.120 -0.028 1.859
N -2.365 -0.133 1.025
H -0.487 0.584 -3.280
H 0.035 1.509 -1.814
H 0.978 -1.239 -2.601
H 2.571 -0.100 -0.826
H 1.731 -1.536 -0.246
H 0.698 1.291 0.660
H 2.014 0.387 1.291
H -0.060 -1.357 0.600
H -1.041 1.115 1.923
H -1.422 -0.286 2.941
H -2.710 0.756 1.297
H -2.295 -0.117 0.045
```

Atom charges from the natural (NBO) analysis, given in e for atoms 1 to 5:
1 C -0.364
2 C -0.216
3 C -0.452
4 C -0.199
5 N -0.655


Molecular formula: C5H12N2
Method: DFT, ωB97M-V/def2-TZVPD

- Charge: 0
- Energy relative to the best compared isomer or geometry (same formula, charge and spin): 1.394 eV
- Frontier orbital gap: 8.82 eV
- LUMO: 1.005 eV
- E_HOMO: -7.8119 eV
- SMILES: CCC/C(N)=C/N

Geometry as XYZ:
```
19
C5H12N2, DFT ωB97M-V/def2-TZVPD
C -0.676 2.859 0.687
C -0.832 1.312 0.655
C 0.428 0.600 0.307
C 0.266 -0.788 -0.332
N -0.464 -0.678 -1.549
C 0.777 -1.883 0.205
N 0.897 -3.171 -0.336
H -0.583 3.270 -0.327
H -1.496 3.312 1.222
H 0.324 2.962 1.111
H -1.322 0.965 1.568
H -1.640 1.058 -0.056
H 1.132 0.431 1.139
H 1.124 1.068 -0.421
H 0.183 -0.653 -2.335
H -1.066 -1.470 -1.759
H 1.168 -1.877 1.241
H 0.165 -3.503 -0.936
H 1.615 -3.814 -0.084
```

Atom charges from the natural (NBO) analysis, given in e for atoms 1 to 5:
1 C -0.601
2 C -0.409
3 C -0.425
4 C 0.090
5 N -0.856


Molecular formula: C5H12N2
Method: DFT, ωB97M-V/def2-TZVPD

- Charge: 0
- Energy relative to the best compared isomer or geometry (same formula, charge and spin): 1.208 eV
- Frontier orbital gap: 9.26 eV
- LUMO: 1.063 eV
- E_HOMO: -8.2017 eV
- SMILES: C=C(N)C[C@H](C)N

Geometry as XYZ:
```
19
C5H12N2, DFT ωB97M-V/def2-TZVPD
C -2.169 -0.606 0.709
C -0.884 -0.506 1.059
N -0.338 -0.179 2.297
C 0.199 -0.848 0.030
C 0.990 0.364 -0.499
C 0.071 1.401 -1.128
N 2.051 -0.093 -1.395
H -2.919 -0.920 1.428
H -2.450 -0.470 -0.324
H -0.999 -0.352 3.046
H 0.511 -0.702 2.478
H 0.903 -1.521 0.486
H -0.337 -1.232 -0.837
H 1.522 0.784 0.361
H -0.170 1.111 -2.154
H 0.546 2.377 -1.212
H -0.846 1.584 -0.570
H 1.707 -0.833 -1.986
H 2.611 0.641 -1.788
```

Atom charges from the natural (NBO) analysis, given in e for atoms 1 to 5:
1 C -0.545
2 C 0.221
3 N -0.798
4 C -0.447
5 C -0.041


Molecular formula: C5H12N2
Method: DFT, ωB97M-V/def2-TZVPD

- Charge: 0
- Energy relative to the best compared isomer or geometry (same formula, charge and spin): 3.308 eV
- Frontier orbital gap: 9.22 eV
- LUMO: 1.044 eV
- E_HOMO: -8.1808 eV
- SMILES: C=CC[C@H](N)CN

Geometry as XYZ:
```
19
C5H12N2, DFT ωB97M-V/def2-TZVPD
C -0.446 -0.834 -3.044
C -0.467 0.125 -2.088
C -1.010 0.040 -0.683
C 0.263 0.213 0.286
N 1.120 -0.931 0.120
C -0.172 0.300 1.807
N 0.833 0.798 2.759
H -1.442 -1.289 -3.212
H 0.413 -1.370 -3.447
H 0.219 1.016 -2.237
H -1.579 0.997 -0.615
H -1.616 -0.779 -0.298
H 0.720 1.169 0.077
H 0.616 -1.749 0.432
H 2.003 -0.847 0.602
H -0.700 -0.600 2.208
H -0.987 1.034 1.745
H 1.756 1.054 2.422
H 0.476 1.651 3.164
```

Atom charges from the natural (NBO) analysis, given in e for atoms 1 to 5:
1 C -0.435
2 C -0.133
3 C -0.460
4 C -0.024
5 N -0.848


Molecular formula: C5H12N2
Method: DFT, ωB97M-V/def2-TZVPD

- Charge: 0
- Energy relative to the best compared isomer or geometry (same formula, charge and spin): 1.772 eV
- Frontier orbital gap: 10.06 eV
- LUMO: 1.144 eV
- E_HOMO: -8.9146 eV
- SMILES: C=CCCNCN

Geometry as XYZ:
```
19
C5H12N2, DFT ωB97M-V/def2-TZVPD
C 1.406 1.013 2.076
C 1.491 1.164 0.765
C 0.483 1.822 -0.169
C -0.505 0.720 -0.538
N 0.164 -0.532 -0.963
C -0.712 -1.620 -1.216
N -1.352 -2.203 0.009
H 1.955 0.276 2.644
H 0.635 1.530 2.578
H 2.420 0.901 0.259
H -0.017 2.592 0.417
H 1.052 2.141 -1.036
H -1.163 0.440 0.292
H -1.121 0.990 -1.402
H 0.817 -0.777 -0.226
H -1.498 -1.369 -1.920
H -0.117 -2.461 -1.572
H -1.832 -3.048 -0.286
H -2.106 -1.579 0.287
```

Atom charges from the natural (NBO) analysis, given in e for atoms 1 to 5:
1 C -0.404
2 C -0.171
3 C -0.456
4 C -0.209
5 N -0.635


Molecular formula: C5H12N2
Method: DFT, ωB97M-V/def2-TZVPD

- Charge: +1
- Energy relative to the best compared isomer or geometry (same formula, charge and spin): 1.536 eV
- ⟨S²⟩: 0.759
- Frontier orbital gap (alpha / beta): 8.76 / 5.35 eV
- LUMO (alpha / beta): -3.582 / -6.992 eV
- E_HOMO (alpha / beta): -12.3435 / -12.3412 eV
- Multiplicity: 2

Geometry as XYZ:
```
19
C5H12N2, DFT ωB97M-V/def2-TZVPD
C 1.860 -0.460 -1.501
C 0.447 -0.720 -0.890
C -0.454 0.482 -0.776
C -0.719 1.090 0.523
C -0.398 0.508 1.752
N -0.733 1.048 2.883
N -0.255 -1.766 -1.677
H 2.197 0.513 -1.134
H 1.861 -0.362 -2.589
H 2.400 -1.376 -1.289
H 0.664 -1.315 -0.004
H -0.097 1.306 -1.432
H -1.381 0.405 -1.368
H -1.432 1.912 0.514
H 0.355 -0.268 1.741
H -0.114 0.988 3.682
H -1.428 1.783 2.905
H 0.352 -2.525 -1.932
H -0.838 -1.397 -2.410
```

Atom charges from the natural (NBO) analysis, given in e for atoms 1 to 5:
1 C -0.622
2 C -0.064
3 C -0.519
4 C 0.033
5 C 0.101


Molecular formula: C5H12N2
Method: DFT, ωB97M-V/def2-TZVPD

- Charge: +1
- Energy relative to the best compared isomer or geometry (same formula, charge and spin): 2.087 eV
- ⟨S²⟩: 0.761
- Frontier orbital gap (alpha / beta): 9.18 / 5.42 eV
- LUMO (alpha / beta): -4.077 / -7.839 eV
- E_HOMO (alpha / beta): -13.2599 / -13.2545 eV
- Multiplicity: 2

Geometry as XYZ:
```
19
C5H12N2, DFT ωB97M-V/def2-TZVPD
C -1.168 -1.535 -0.815
C -0.956 0.007 -0.706
C -0.156 0.434 0.619
C 1.342 0.289 0.645
C 2.062 -0.123 1.749
N 1.987 0.386 -0.604
N -2.326 0.574 -0.612
H -1.828 -1.886 -0.019
H -1.496 -1.491 -1.848
H -0.167 -2.007 -0.845
H -0.400 0.568 -1.451
H -0.411 1.522 0.833
H -0.595 -0.114 1.449
H 3.118 -0.181 1.663
H 1.490 -0.382 2.638
H 2.915 0.779 -0.456
H 1.409 0.880 -1.286
H -2.317 0.964 0.325
H -2.503 1.315 -1.277
```

Atom charges from the natural (NBO) analysis, given in e for atoms 1 to 5:
1 C -0.614
2 C -0.007
3 C -0.527
4 C 0.311
5 C -0.126


Molecular formula: C5H12N2O
Method: DFT, ωB97M-V/def2-TZVPD

- Charge: -1
- Energy relative to the best compared isomer or geometry (same formula, charge and spin): 1.987 eV
- ⟨S²⟩: 0.750
- Frontier orbital gap (alpha / beta): 2.82 / 9.62 eV
- LUMO (alpha / beta): 3.961 / 3.939 eV
- E_HOMO (alpha / beta): 1.1400 / -5.6811 eV
- Multiplicity: 2

Geometry as XYZ:
```
20
C5H12N2O, DFT ωB97M-V/def2-TZVPD
N -1.922 1.731 2.207
C -0.899 0.809 1.632
C -0.564 1.086 0.161
N -0.008 0.080 -0.614
C 0.370 -1.291 -0.242
C 1.929 -1.576 -0.396
C 0.115 0.320 -2.048
O -0.760 2.195 -0.354
H -2.656 1.807 1.540
H -2.282 1.295 2.948
H -1.195 -0.342 1.938
H 0.082 0.889 2.174
H -0.268 -1.994 -0.855
H 0.150 -1.478 0.802
H 2.565 -1.055 0.336
H 2.038 -2.577 -0.262
H 2.371 -1.331 -1.365
H 0.046 1.406 -2.513
H 1.262 0.289 -2.395
H -0.375 -0.264 -2.693
```

Atom charges from the natural (NBO) analysis, given in e for atoms 1 to 5:
1 N -0.824
2 C -0.553
3 C 0.640
4 N -0.472
5 C -0.532


Molecular formula: C5H12N2O
Method: DFT, ωB97M-V/def2-TZVPD

- Charge: 0
- Energy relative to the best compared isomer or geometry (same formula, charge and spin): 2.199 eV
- Frontier orbital gap: 9.71 eV
- LUMO: 0.922 eV
- E_HOMO: -8.7837 eV
- SMILES: CN[C@H](C=O)CCN

Geometry as XYZ:
```
20
C5H12N2O, DFT ωB97M-V/def2-TZVPD
C -1.985 -1.513 0.775
N -1.078 -0.582 0.140
C 0.199 -0.271 0.757
C 0.148 1.193 1.269
O 0.981 1.762 1.914
C 1.403 -0.452 -0.175
C 1.153 0.178 -1.548
N 0.705 1.553 -1.589
H -2.633 -1.030 1.525
H -1.504 -2.418 1.139
H -2.690 -1.859 0.007
H -1.564 0.251 -0.136
H 0.322 -0.774 1.729
H -0.850 1.664 1.113
H 2.192 0.061 0.395
H 1.637 -1.513 -0.280
H 0.448 -0.425 -2.111
H 2.093 0.148 -2.106
H -0.285 1.738 -1.570
H 1.307 2.289 -1.249
```

Atom charges from the natural (NBO) analysis, given in e for atoms 1 to 5:
1 C -0.408
2 N -0.647
3 C -0.158
4 C 0.455
5 O -0.534


Molecular formula: C5H12N2O
Method: DFT, ωB97M-V/def2-TZVPD

- Charge: 0
- Energy relative to the best compared isomer or geometry (same formula, charge and spin): 0.121 eV
- Frontier orbital gap: 10.55 eV
- LUMO: 0.901 eV
- E_HOMO: -9.6540 eV
- SMILES: CC(C)CNC(N)=O

Geometry as XYZ:
```
20
C5H12N2O, DFT ωB97M-V/def2-TZVPD
C -0.605 0.224 1.609
C -0.910 0.493 0.141
C -2.375 0.765 -0.092
C -0.447 -0.651 -0.744
N 0.947 -1.044 -0.632
C 1.907 -0.070 -0.794
N 3.163 -0.504 -0.397
O 1.697 1.044 -1.220
H -1.182 -0.562 2.106
H -0.849 1.102 2.200
H 0.461 0.031 1.730
H -0.383 1.416 -0.103
H -2.985 -0.143 0.020
H -2.553 1.136 -1.103
H -2.715 1.468 0.661
H -1.127 -1.488 -0.628
H -0.588 -0.352 -1.774
H 1.196 -1.675 0.114
H 3.495 -1.416 -0.671
H 3.855 0.227 -0.421
```

Atom charges from the natural (NBO) analysis, given in e for atoms 1 to 5:
1 C -0.613
2 C -0.248
3 C -0.598
4 C -0.217
5 N -0.638


Molecular formula: C5H12N2O
Method: DFT, ωB97M-V/def2-TZVPD

- Charge: 0
- Energy relative to the best compared isomer or geometry (same formula, charge and spin): 6.994 eV
- Frontier orbital gap: 7.50 eV
- LUMO: 0.591 eV
- E_HOMO: -6.9078 eV

Geometry as XYZ:
```
20
C5H12N2O, DFT ωB97M-V/def2-TZVPD
C 0.886 -0.674 2.009
C 0.144 -1.493 -0.164
N 0.470 -0.302 0.640
N 1.426 0.516 -0.037
H 1.300 1.467 0.301
H 2.366 0.210 0.205
H 1.089 0.235 2.574
H 0.072 -1.216 2.487
H -0.738 -1.958 0.275
H 0.979 -2.200 -0.155
H -0.082 -1.161 -1.172
H 1.780 -1.301 1.974
C -1.029 0.717 0.914
C -1.523 1.058 -1.410
C -0.785 1.159 -2.508
O -1.896 0.096 1.432
H -0.952 1.544 0.081
H -2.604 0.913 -1.469
H -1.197 1.098 -3.518
H 0.294 1.292 -2.458
```

Atom charges from the natural (NBO) analysis, given in e for atoms 1 to 5:
1 C -0.431
2 C -0.425
3 N -0.188
4 N -0.643
5 H 0.365


Molecular formula: C5H12N2O
Method: DFT, ωB97M-V/def2-TZVPD

- Charge: 0
- Energy relative to the best compared isomer or geometry (same formula, charge and spin): 2.766 eV
- Frontier orbital gap: 9.51 eV
- LUMO: 0.911 eV
- E_HOMO: -8.6035 eV
- SMILES: C/C=C/O.N/C=C/N

Geometry as XYZ:
```
20
C5H12N2O, DFT ωB97M-V/def2-TZVPD
C -0.484 3.600 0.441
C 0.351 2.529 1.076
C 0.025 1.249 1.037
O 0.782 0.278 1.634
H 0.099 4.199 -0.258
H -1.332 3.169 -0.099
H -0.888 4.285 1.192
H 1.254 2.822 1.597
H -0.864 0.907 0.521
H 0.378 -0.575 1.431
N 0.879 -0.915 -2.228
C -0.187 -1.639 -1.623
C -0.074 -2.213 -0.441
N -1.174 -2.932 0.133
H 0.895 0.057 -1.948
H 0.810 -0.951 -3.235
H -1.135 -1.695 -2.154
H 0.875 -2.162 0.090
H -1.358 -2.646 1.086
H -0.986 -3.926 0.148
```

Atom charges from the natural (NBO) analysis, given in e for atoms 1 to 5:
1 C -0.625
2 C -0.283
3 C 0.118
4 O -0.684
5 H 0.210


So what do the calculations give for energy? Going down the list: -307.1152; -307.1781; -307.1850; -307.1078; -307.1642; -306.8948; -306.8745; -382.3590; -382.4217; -382.4981; -382.2455; -382.4009 Eh.